1.
{"formula": "C41H97N13O15Y", "method": "the ωB97M-V functional and the def2-TZVPD basis", "charge": 1, "gap_ev": 7.296, "e_lumo_ev": -1.928, "species": ["Y", "C", "O", "H", "H", "H", "C", "O", "H", "H", "H", "C", "C", "O", "N", "C", "H", "H", "H", "H", "H", "H", "H", "C", "C", "O", "N", "C", "H", "H", "H", "H", "H", "H", "H", "C", "C", "O", "N", "C", "H", "H", "H", "H", "H", "H", "H", "C", "C", "O", "N", "C", "H", "H", "H", "H", "H", "H", "H", "C", "C", "O", "N", "C", "H", "H", "H", "H", "H", "H", "H", "C", "C", "O", "N", "C", "H", "H", "H", "H", "H", "H", "H", "C", "C", "O", "N", "C", "H", "H", "H", "H", "H", "H", "H", "C", "C", "O", "N", "C", "H", "H", "H", "H", "H", "H", "H", "C", "C", "O", "N", "C", "H", "H", "H", "H", "H", "H", "H", "C", "C", "O", "N", "C", "H", "H", "H", "H", "H", "H", "H", "C", "C", "O", "N", "C", "H", "H", "H", "H", "H", "H", "H", "C", "C", "O", "N", "C", "H", "H", "H", "H", "H", "H", "H", "C", "C", "O", "N", "C", "H", "H", "H", "H", "H", "H", "H"], "positions_angstrom": [[-4.934, -16.857, -16.203], [-7.256, -17.546, -19.016], [-6.198, -17.293, -18.183], [-7.296, -16.762, -19.773], [-7.336, -18.529, -19.478], [-8.250, -17.419, -18.587], [-3.637, -14.214, -13.906], [-3.885, -15.198, -14.870], [-3.739, -13.205, -14.305], [-4.272, -14.331, -13.028], [-2.608, -14.148, -13.553], [-7.135, -13.106, -16.522], [-7.361, -14.319, -15.602], [-6.799, -15.399, -15.764], [-8.372, -14.209, -14.725], [-9.250, -12.981, -14.689], [-6.592, -12.300, -16.029], [-8.019, -12.648, -16.965], [-6.620, -13.510, -17.394], [-8.622, -15.025, -14.186], [-10.096, -13.073, -14.008], [-9.735, -12.784, -15.645], [-8.691, -12.084, -14.420], [-3.449, -14.865, -9.546], [-4.114, -15.916, -8.714], [-4.674, -15.557, -7.661], [-4.157, -17.188, -9.067], [-3.566, -17.739, -10.271], [-3.439, -13.882, -9.077], [-3.978, -14.766, -10.494], [-2.414, -15.141, -9.751], [-4.715, -17.758, -8.447], [-3.902, -18.766, -10.417], [-2.490, -17.882, -10.168], [-3.831, -17.249, -11.208], [0.680, -15.262, -15.108], [1.794, -16.116, -15.581], [2.356, -16.967, -14.860], [2.205, -15.792, -16.818], [3.286, -16.385, -17.565], [1.082, -14.308, -14.766], [0.326, -15.665, -14.159], [-0.177, -15.137, -15.770], [1.694, -15.090, -17.332], [4.053, -16.664, -16.842], [3.722, -15.677, -18.269], [2.873, -17.224, -18.125], [-4.384, -10.273, -15.087], [-4.713, -9.755, -16.437], [-5.863, -9.870, -16.852], [-3.736, -9.167, -17.072], [-3.911, -8.484, -18.307], [-4.760, -9.692, -14.245], [-3.319, -10.244, -14.853], [-4.757, -11.295, -15.030], [-2.826, -9.093, -16.640], [-4.530, -7.588, -18.253], [-4.248, -9.192, -19.064], [-2.933, -8.149, -18.651], [-2.689, -20.001, -13.253], [-2.528, -18.617, -13.833], [-3.289, -18.147, -14.683], [-1.610, -17.808, -13.306], [-0.303, -18.111, -12.860], [-3.053, -20.629, -14.067], [-3.273, -19.953, -12.334], [-1.686, -20.340, -12.990], [-1.699, -16.861, -13.647], [0.350, -17.238, -12.828], [0.166, -18.895, -13.456], [-0.269, -18.460, -11.828], [-0.608, -18.143, -17.374], [-2.030, -18.050, -17.982], [-3.036, -17.728, -17.361], [-2.128, -18.302, -19.277], [-3.416, -18.278, -19.952], [-0.665, -18.263, -16.292], [-0.163, -17.242, -17.796], [-0.015, -18.979, -17.747], [-1.314, -18.651, -19.763], [-4.181, -18.812, -19.389], [-3.399, -18.826, -20.894], [-3.776, -17.298, -20.266], [-4.330, -21.209, -17.111], [-5.475, -20.455, -16.441], [-5.471, -19.229, -16.252], [-6.545, -21.227, -16.080], [-7.825, -20.670, -15.527], [-3.560, -20.541, -17.497], [-4.756, -21.850, -17.884], [-3.941, -21.874, -16.339], [-6.596, -22.207, -16.319], [-8.677, -21.169, -15.988], [-7.989, -19.615, -15.745], [-7.934, -20.832, -14.454], [-3.271, -13.129, -18.352], [-4.004, -14.370, -18.626], [-4.233, -15.168, -17.688], [-4.427, -14.597, -19.856], [-3.817, -14.037, -21.072], [-2.221, -13.234, -18.625], [-3.104, -13.085, -17.275], [-3.627, -12.209, -18.816], [-5.058, -15.383, -19.914], [-2.844, -13.580, -20.893], [-4.528, -13.301, -21.449], [-3.793, -14.806, -21.844], [-7.146, -18.485, -12.405], [-6.271, -17.324, -12.976], [-5.855, -17.493, -14.154], [-5.965, -16.204, -12.295], [-6.623, -15.670, -11.089], [-7.257, -18.292, -11.338], [-6.665, -19.462, -12.450], [-8.117, -18.652, -12.872], [-5.352, -15.606, -12.831], [-6.481, -16.370, -10.265], [-7.712, -15.683, -11.132], [-6.260, -14.670, -10.853], [1.120, -8.830, -14.980], [0.140, -9.684, -15.696], [-0.721, -9.121, -16.383], [0.060, -11.011, -15.420], [-0.999, -11.904, -15.843], [1.958, -8.741, -15.671], [1.463, -9.285, -14.051], [0.824, -7.838, -14.640], [0.876, -11.378, -14.950], [-0.511, -12.528, -16.591], [-1.843, -11.441, -16.354], [-1.394, -12.556, -15.063], [2.553, -15.365, -9.140], [1.389, -15.292, -10.139], [0.949, -16.379, -10.491], [0.974, -14.119, -10.567], [-0.024, -13.944, -11.610], [3.201, -14.548, -9.460], [3.044, -16.319, -9.331], [2.077, -15.230, -8.169], [1.506, -13.308, -10.286], [-0.618, -14.805, -11.917], [0.474, -13.613, -12.521], [-0.717, -13.202, -11.212], [-6.655, -12.342, -8.168], [-7.579, -12.443, -9.329], [-8.767, -12.743, -9.213], [-6.957, -12.306, -10.557], [-7.684, -12.402, -11.870], [-7.099, -12.037, -7.221], [-5.868, -11.670, -8.512], [-6.195, -13.322, -8.036], [-5.975, -12.074, -10.600], [-8.766, -12.526, -11.909], [-7.265, -13.229, -12.444], [-7.488, -11.457, -12.376], [-2.734, -9.771, -9.351], [-3.215, -10.561, -10.518], [-4.379, -10.910, -10.563], [-2.358, -10.844, -11.520], [-0.999, -10.357, -11.656], [-2.701, -8.711, -9.603], [-1.727, -10.132, -9.140], [-3.462, -9.894, -8.549], [-2.896, -11.187, -12.304], [-0.246, -10.915, -11.101], [-0.869, -9.335, -11.299], [-0.545, -10.307, -12.646]], "lowdin_charge": [1.641, -0.326, -0.450, 0.046, 0.054, 0.050, -0.278, -0.435, 0.037, 0.037, 0.038, 0.039, -0.469, -0.055, 0.057, -0.057, 0.069, 0.085, 0.081, 0.142, 0.088, 0.080, 0.075, 0.011, -0.567, 0.007, 0.029, -0.078, 0.088, 0.060, 0.077, 0.152, 0.076, 0.087, 0.068, -0.009, -0.552, 0.033, -0.015, -0.059, 0.077, 0.050, 0.087, 0.131, 0.093, 0.087, 0.082, -0.001, -0.597, 0.032, 0.016, -0.065, 0.095, 0.057, 0.062, 0.092, 0.095, 0.086, 0.088, 0.048, -0.507, -0.047, 0.038, -0.095, 0.082, 0.079, 0.078, 0.128, 0.057, 0.094, 0.080, 0.044, -0.499, -0.058, 0.041, -0.041, 0.080, 0.079, 0.085, 0.145, 0.082, 0.089, 0.073, 0.026, -0.462, -0.071, 0.036, -0.038, 0.072, 0.088, 0.082, 0.133, 0.081, 0.086, 0.068, 0.014, -0.510, -0.087, 0.054, -0.038, 0.090, 0.076, 0.102, 0.134, 0.085, 0.088, 0.086, 0.035, -0.421, -0.122, 0.069, -0.044, 0.064, 0.080, 0.083, 0.086, 0.076, 0.096, 0.067, -0.004, -0.532, 0.017, 0.017, -0.065, 0.094, 0.070, 0.097, 0.131, 0.078, 0.064, 0.074, 0.013, -0.573, 0.023, 0.026, -0.060, 0.072, 0.088, 0.089, 0.140, 0.071, 0.070, 0.064, 0.007, -0.545, 0.023, 0.012, -0.062, 0.094, 0.060, 0.073, 0.067, 0.076, 0.045, 0.078, 0.014, -0.554, 0.028, 0.043, -0.085, 0.098, 0.083, 0.094, 0.129, 0.067, 0.087, 0.066]}

---

2.
{"formula": "C17H34BrO5S2", "method": "the ωB97M-V functional and the def2-TZVPD basis", "charge": -1, "gap_ev": 4.385, "e_above_lowest_ev": 0.000, "e_lumo_ev": 2.233, "species": ["C", "C", "O", "C", "C", "C", "C", "C", "C", "C", "Br", "H", "H", "H", "H", "H", "H", "H", "H", "H", "H", "H", "H", "H", "H", "H", "H", "H", "H", "C", "C", "C", "S", "O", "O", "C", "H", "H", "H", "H", "H", "H", "H", "H", "C", "C", "C", "S", "O", "O", "C", "H", "H", "H", "H", "H", "H", "H", "H"], "positions_angstrom": [[3.012, -4.209, -2.034], [3.099, -3.268, -3.234], [2.613, -1.966, -2.974], [3.376, -1.197, -2.054], [2.511, -0.578, -0.939], [0.994, -0.558, -1.175], [0.247, -1.863, -0.893], [-1.173, -1.646, -0.311], [-2.389, -1.829, -1.219], [-2.140, -1.098, -2.541], [-2.352, -3.838, -1.754], [2.076, -4.030, -1.502], [3.015, -5.249, -2.375], [3.846, -4.087, -1.338], [4.138, -3.212, -3.602], [2.479, -3.643, -4.051], [4.171, -1.817, -1.622], [3.881, -0.406, -2.627], [2.703, -1.095, 0.010], [2.848, 0.460, -0.807], [0.796, -0.245, -2.207], [0.581, 0.227, -0.528], [0.165, -2.444, -1.817], [0.839, -2.480, -0.202], [-1.291, -2.255, 0.591], [-1.248, -0.602, 0.032], [-1.505, -1.632, -3.273], [-3.063, -0.854, -3.088], [-1.627, -0.145, -2.329], [-5.289, 0.313, 0.517], [-5.712, 1.621, 1.202], [-4.486, 2.539, 1.211], [-3.499, 2.053, -0.225], [-2.278, 1.464, 0.257], [-3.466, 3.131, -1.187], [-4.554, 0.711, -0.752], [-6.144, -0.323, 0.289], [-4.608, -0.261, 1.148], [-6.521, 2.090, 0.637], [-6.072, 1.450, 2.217], [-4.715, 3.598, 1.121], [-3.853, 2.366, 2.080], [-3.906, -0.077, -1.139], [-5.223, 1.101, -1.521], [3.931, 2.474, 3.001], [2.943, 3.207, 2.085], [1.710, 2.313, 1.929], [1.605, 1.345, 3.446], [1.822, -0.044, 3.141], [0.467, 1.746, 4.232], [3.113, 1.985, 4.189], [4.749, 3.120, 3.319], [4.363, 1.619, 2.475], [2.659, 4.157, 2.542], [3.381, 3.427, 1.111], [0.778, 2.862, 1.818], [1.808, 1.597, 1.114], [3.569, 1.178, 4.757], [2.826, 2.801, 4.852]], "nbo_charge": [-0.653, -0.051, -0.544, -0.059, -0.417, -0.395, -0.437, -0.485, -0.342, -0.714, -0.303, 0.242, 0.207, 0.193, 0.143, 0.189, 0.160, 0.158, 0.200, 0.180, 0.208, 0.196, 0.214, 0.181, 0.196, 0.216, 0.180, 0.179, 0.194, -0.411, -0.402, -0.673, 2.169, -0.951, -0.961, -0.692, 0.221, 0.233, 0.197, 0.212, 0.235, 0.242, 0.327, 0.219, -0.409, -0.402, -0.677, 2.170, -0.937, -0.943, -0.671, 0.216, 0.218, 0.204, 0.224, 0.262, 0.262, 0.249, 0.231]}

---

3.
{"formula": "C23H26CuN4O3", "method": "the ωB97M-V functional and the def2-TZVPD basis", "charge": 1, "gap_ev": 6.422, "e_above_lowest_ev": 1.280, "e_lumo_ev": -4.039, "species": ["C", "C", "H", "H", "C", "C", "H", "H", "C", "H", "H", "H", "C", "H", "H", "H", "Cu", "O", "C", "O", "C", "O", "N", "C", "C", "H", "H", "H", "H", "C", "C", "H", "H", "H", "C", "C", "C", "C", "C", "C", "N", "N", "C", "C", "C", "C", "C", "N", "H", "H", "H", "H", "H", "H", "H", "H", "H"], "positions_angstrom": [[3.292, 5.975, -4.492], [4.472, 5.733, -5.166], [3.223, 6.818, -3.789], [2.381, 5.517, -4.898], [4.800, 4.376, -5.559], [4.065, 3.352, -5.050], [3.510, 3.558, -4.153], [4.169, 2.333, -5.426], [5.408, 6.841, -5.586], [5.044, 7.803, -5.214], [5.490, 6.928, -6.682], [6.427, 6.697, -5.199], [5.995, 4.081, -6.444], [6.946, 4.433, -6.018], [5.897, 4.522, -7.445], [6.078, 2.995, -6.572], [0.229, 0.216, -0.271], [0.914, 1.576, -1.512], [0.948, 1.705, -2.761], [-0.523, -0.674, -1.873], [-0.484, -0.275, -3.060], [-1.172, -0.890, -4.004], [0.243, 0.785, -3.562], [-0.904, -0.228, -5.294], [0.028, 0.910, -5.007], [-1.857, 0.117, -5.706], [-0.445, -0.957, -5.966], [-0.423, 1.877, -5.244], [0.979, 0.802, -5.535], [1.636, 2.811, -3.390], [2.010, 3.863, -2.612], [1.700, 2.751, -4.480], [1.895, 3.739, -1.536], [2.351, 4.813, -2.995], [-4.595, -1.367, 2.037], [-3.765, -1.095, 3.138], [-2.466, -0.624, 2.928], [-1.993, -0.436, 1.615], [-2.836, -0.685, 0.513], [-4.127, -1.157, 0.729], [-0.661, -0.060, 1.412], [0.018, 0.008, 2.556], [1.351, -0.096, 2.291], [2.306, -0.284, 3.321], [3.638, -0.409, 2.968], [3.986, -0.379, 1.604], [2.994, -0.204, 0.640], [1.690, -0.059, 0.967], [-5.607, -1.746, 2.196], [-4.116, -1.247, 4.161], [-1.775, -0.417, 3.746], [-2.431, -0.535, -0.485], [-4.776, -1.366, -0.125], [1.913, -0.347, 4.336], [4.409, -0.533, 3.726], [5.018, -0.492, 1.278], [3.202, -0.173, -0.430]], "nbo_charge": [-0.463, 0.019, 0.209, 0.212, -0.018, -0.404, 0.198, 0.194, -0.652, 0.228, 0.239, 0.220, -0.646, 0.231, 0.221, 0.219, 0.973, -0.662, 0.693, -0.675, 0.925, -0.430, -0.469, -0.087, -0.247, 0.220, 0.218, 0.227, 0.225, -0.378, -0.195, 0.235, 0.229, 0.240, -0.160, -0.207, -0.202, 0.144, -0.203, -0.216, -0.277, -0.199, 0.288, -0.208, -0.152, -0.241, 0.060, -0.569, 0.229, 0.230, 0.248, 0.231, 0.228, 0.246, 0.239, 0.236, 0.207]}